1.
Formula: C54H55AsF9Ge2N2O5OsS5
Source: the Open Molecules 2025 dataset
Level of theory: ωB97M-V/def2-TZVPD

2S+1 = 2
calculated total energy = -11946.78512 a.u.

Geometry as XYZ:
```
134
Properties=species:S:1:pos:R:3:forces:R:3
Os -2.215206 0.403946 -1.958945 2.2629 -2.1703 1.4442
C -6.877305 -1.831892 0.754580 0.0932 0.0490 0.0859
C -5.687503 -1.369794 1.559030 -0.1083 -0.0732 -0.0612
C -5.605816 -0.054271 1.997675 -0.0433 0.1465 -0.0516
C -4.508549 0.412875 2.705943 0.0417 0.1598 -0.0375
C -4.414680 1.872469 3.089823 -0.0316 -0.1690 -0.0580
C -3.458857 -0.468990 2.991467 0.1196 -0.1090 -0.1512
C -3.513165 -1.800460 2.559954 0.0130 0.0298 -0.0635
C -2.376672 -2.758532 2.844364 -0.1771 0.1115 0.0309
C -4.634623 -2.227053 1.847783 0.1747 -0.1333 0.0077
C -2.333756 0.001535 3.856020 0.3438 -0.0626 -0.0840
C -2.657103 0.107973 5.206579 -0.0489 -0.0420 0.0190
C -1.725378 0.497816 6.146039 -0.1104 0.0096 0.2037
C -0.439469 0.796008 5.748346 0.1701 -0.0103 0.0030
C -0.061792 0.704884 4.412659 -0.2768 -0.0732 -0.4083
C -1.014263 0.304125 3.440927 0.0269 0.2115 0.0055
Ge -0.461546 0.311242 1.524772 0.5408 -0.1244 0.3860
S -2.358916 0.468379 0.263498 -0.4042 0.1270 0.1636
S 0.993430 1.851109 0.806001 -0.4378 0.0729 -0.4185
Ge 1.307735 0.246203 -0.827052 0.7224 0.2266 1.4373
S -0.183458 1.297903 -2.164490 -0.8397 -0.1678 -0.4857
S 0.832554 -1.344742 0.719919 -0.4442 0.2059 -0.3638
C 3.164077 0.187865 -1.492149 -0.2670 -0.0106 -0.1894
C 3.735690 1.353724 -2.039676 -0.0571 -0.0935 0.0324
C 5.071090 1.324342 -2.426512 0.0570 0.0163 -0.0235
C 5.820575 0.163469 -2.309542 -0.0056 -0.0023 -0.0186
C 5.244607 -0.983364 -1.788720 0.0027 -0.0382 -0.0183
C 3.917219 -0.992659 -1.364634 -0.2001 0.0701 0.0610
C 3.366121 -2.269057 -0.798225 0.0875 0.0031 -0.2008
C 2.455136 -3.036323 -1.530464 0.1180 -0.0325 -0.1189
C 1.949440 -2.593087 -2.881656 0.0350 -0.0035 0.1522
C 2.012411 -4.247675 -0.995733 -0.0606 0.0616 -0.0953
C 2.446099 -4.705800 0.235254 -0.0432 -0.1034 0.0686
C 1.958931 -6.016456 0.804074 0.0306 0.1401 -0.0283
C 3.356755 -3.926919 0.947156 0.0222 0.0306 0.0244
C 3.828756 -2.721680 0.448546 0.0198 -0.0686 -0.0138
C 4.801188 -1.901038 1.253429 -0.0573 -0.0970 0.0445
C 2.951335 2.617252 -2.217258 -0.0353 -0.1486 0.0093
C 2.189690 2.814016 -3.378097 0.0397 0.0208 -0.0817
C 2.190152 1.801257 -4.499786 -0.0723 0.0381 0.1477
C 1.387683 3.950552 -3.465523 -0.0237 -0.1053 -0.0820
C 1.317096 4.877346 -2.433573 -0.0867 0.1092 -0.0424
C 0.317833 6.005759 -2.489165 0.0722 -0.1049 -0.0201
C 2.160358 4.710609 -1.341100 0.0287 0.0179 0.1273
C 2.995261 3.605950 -1.224488 0.0418 -0.0202 0.0585
C 3.947843 3.477273 -0.057364 -0.1981 0.0165 -0.0452
C 1.359108 1.061598 4.114879 0.0271 0.0549 -0.0871
C 2.347065 0.074602 4.115601 -0.0558 -0.0262 0.0476
C 2.015677 -1.391395 4.286978 0.0395 0.2250 0.0115
C 3.677063 0.462936 3.960596 -0.0074 -0.0439 -0.0456
C 4.041373 1.788237 3.786178 0.1107 -0.0100 -0.0372
C 5.486966 2.180712 3.595905 -0.1145 0.0012 0.0243
C 3.039016 2.755077 3.790339 -0.0023 0.1307 -0.0439
C 1.705850 2.417039 3.962745 -0.0927 -0.0276 0.0299
C 0.638207 3.488131 3.974333 0.1573 -0.1319 -0.0430
H -7.808172 -1.426088 1.158160 0.0741 -0.0738 -0.0026
H -6.945671 -2.921434 0.731862 -0.0102 0.0717 0.0263
H -6.789265 -1.475182 -0.271653 0.0020 0.0065 -0.1083
H -6.409651 0.635977 1.753166 0.0796 -0.0434 0.0236
H -5.119537 2.466089 2.508473 0.0198 -0.0152 0.0262
H -3.409567 2.255225 2.896200 -0.0529 0.0339 0.0169
H -4.622827 2.023832 4.151718 0.0138 0.0125 -0.0201
H -2.145511 -2.793477 3.911968 0.0041 -0.0028 -0.0408
H -1.465292 -2.450505 2.326601 0.0415 -0.0578 -0.0164
H -2.625168 -3.766203 2.508721 0.0021 0.0565 0.0142
H -4.687363 -3.263572 1.517129 0.0299 0.1229 0.0343
H -3.670540 -0.126747 5.512008 0.0336 -0.0170 -0.0290
H -2.003421 0.564310 7.192132 0.0144 0.0179 -0.0607
H 0.302373 1.108895 6.476079 -0.0280 -0.0327 -0.0568
H 5.515466 2.226556 -2.836362 -0.0430 -0.0812 0.0130
H 6.853879 0.150626 -2.639366 -0.0705 -0.0038 0.0361
H 5.818184 -1.902295 -1.715539 -0.0278 0.0835 0.0064
H 2.685222 -1.988818 -3.415803 -0.0615 -0.0551 0.0078
H 1.037225 -1.997754 -2.785709 0.0346 -0.0155 -0.0525
H 1.692505 -3.455870 -3.500159 0.0143 0.0601 0.0384
H 1.308171 -4.845148 -1.571874 0.0903 0.0376 0.0501
H 1.286344 -6.523612 0.110942 0.0326 0.0250 0.0409
H 1.424498 -5.851779 1.743263 0.0139 -0.0321 -0.0460
H 2.799164 -6.681359 1.015448 -0.0443 0.0049 -0.0032
H 3.707039 -4.274434 1.917697 -0.0260 0.0577 -0.1006
H 4.956576 -2.355943 2.232992 -0.0158 0.0644 -0.0194
H 4.421261 -0.886885 1.390768 0.0187 0.0550 0.0482
H 5.771065 -1.824844 0.758977 -0.0178 0.0228 0.0217
H 3.166056 1.328172 -4.617829 -0.0281 0.0307 -0.0134
H 1.911587 2.275095 -5.442057 0.0047 -0.0258 0.0476
H 1.459350 1.004413 -4.308220 0.1174 0.0618 -0.0721
H 0.766918 4.093436 -4.348618 0.0788 -0.0475 0.0909
H 0.272635 6.450409 -3.485113 0.0427 0.0025 0.0508
H 0.547498 6.784529 -1.761361 0.0294 -0.0179 -0.0493
H -0.679965 5.623260 -2.263735 -0.0211 0.0036 0.0192
H 2.152256 5.453708 -0.546979 0.0212 -0.0692 -0.0687
H 3.828068 4.317496 0.629452 0.0077 -0.0700 -0.0366
H 4.982596 3.458817 -0.408520 -0.0244 0.0089 0.0437
H 3.773972 2.551996 0.499056 0.0385 0.0249 0.0214
H 1.127976 -1.536706 4.904233 0.0505 -0.0199 -0.0136
H 2.853145 -1.922632 4.742863 -0.0458 0.0268 -0.0054
H 1.825618 -1.847905 3.313196 -0.0165 -0.0571 -0.0325
H 4.448495 -0.298280 3.998495 0.0191 -0.0142 -0.0494
H 6.148840 1.321168 3.719245 -0.0476 0.0707 -0.0164
H 5.781491 2.948496 4.316464 -0.0075 -0.0575 -0.0589
H 5.644188 2.592404 2.594367 0.0086 -0.0296 0.0589
H 3.309655 3.803426 3.665297 -0.0578 -0.1463 0.0100
H 1.078318 4.474149 3.816632 -0.0366 -0.0755 0.0069
H 0.095721 3.495733 4.921972 0.0004 0.0167 -0.0333
H -0.095604 3.312065 3.181969 0.0043 0.0499 0.0491
C -5.477181 -3.764190 -3.843708 0.1442 0.0595 -0.0513
N -4.309886 -3.294038 -3.095766 0.1895 -0.1059 0.0684
C -3.219051 -4.083889 -2.905470 -0.2920 0.1897 -0.0541
C -2.090446 -3.646179 -2.306426 0.3745 0.0118 0.0920
C -2.064879 -2.266843 -1.971075 -0.3172 -0.7567 0.1790
O -1.062904 -1.596177 -1.567961 -0.4236 2.0530 -0.5582
N -3.155287 -1.531031 -2.071342 -1.2561 0.8669 -0.8072
C -4.315949 -1.946858 -2.695563 -0.5257 0.0570 0.0439
O -5.285928 -1.240467 -2.861535 0.4486 -0.2282 0.0130
H -5.509448 -4.850054 -3.813697 0.0468 -0.0142 0.0371
H -5.424129 -3.427422 -4.879552 0.0404 0.0219 0.0369
H -6.374254 -3.351803 -3.397185 -0.0456 0.0140 0.0745
H -3.302448 -5.091747 -3.288731 -0.0407 -0.0126 0.0338
H -1.210010 -4.257838 -2.182217 -0.0801 -0.0120 -0.0432
F -4.363565 1.668673 -1.340366 0.2194 -0.5419 -0.0620
As -3.857153 3.320253 -1.721434 -0.2340 0.7936 0.8086
F -2.973321 2.541459 -3.027314 0.2518 -0.5734 -0.2563
F -5.275680 3.525659 -2.630321 -0.1066 -0.0921 -0.3643
F -3.283818 4.865447 -2.159745 0.1051 0.2441 -0.3241
F -4.587608 3.885129 -0.286378 -0.3905 0.0973 0.2203
F -2.401993 3.069045 -0.809369 0.3663 0.0760 0.3390
F -0.742233 -0.792522 -7.247381 0.0278 0.0419 -0.0659
C -1.445923 0.027618 -6.470657 -0.2550 0.1428 0.1056
F -2.646132 0.219965 -7.015533 0.1277 0.0619 -0.0500
F -0.808503 1.195984 -6.382748 -0.0509 -0.0450 -0.0657
S -1.612855 -0.738491 -4.816206 0.3882 0.2877 -0.4417
O -0.259503 -0.815538 -4.331164 -0.0004 -0.0310 0.0617
O -2.292295 -1.974913 -5.061639 -0.3248 -0.0394 0.1941
O -2.424788 0.294917 -4.085339 0.2561 -0.6183 -0.1679
```
Forces are in eV/Å.



2.
Formula: C5H8O2
Source: the Open Molecules 2025 dataset
Level of theory: ωB97M-V/def2-TZVPD

ΔE to the lowest compared entry with this formula, charge and spin = 363.4 kJ/mol
calculated total energy = -345.66653 a.u.

Geometry as XYZ:
```
15
Properties=species:S:1:pos:R:3:forces:R:3
O -0.306300 2.220432 0.540262 -0.2605 -0.0568 0.0080
C -1.043907 1.215895 0.986071 0.3117 0.0219 0.3926
C -0.519604 -0.165789 -1.375127 -0.1341 0.0262 -0.0603
C 0.078107 -0.770545 -0.109852 -0.0688 0.3809 -0.0530
O -0.023826 -2.164572 0.006562 0.0949 -0.0200 -0.0841
C 1.218968 -0.118836 0.606511 0.1597 0.0697 -0.0961
C -0.184185 0.014960 1.158277 -0.2439 0.0712 0.2839
H -0.905769 2.967284 0.389604 0.1665 -0.0966 0.0926
H -1.153482 0.690252 -1.108688 0.2849 -0.2590 -0.4628
H -1.192614 -0.893007 -1.833979 0.1851 -0.0258 -0.0078
H 0.236481 0.157473 -2.099198 -0.1276 -0.1413 0.0784
H 0.687547 -2.553810 -0.521773 -0.1791 0.0677 0.1289
H 1.876972 -0.785100 1.160461 -0.1280 0.1269 -0.1416
H 1.691755 0.758280 0.173494 -0.1212 -0.1118 0.0527
H -0.460143 -0.572915 2.027375 0.0604 -0.0532 -0.1316
```
Forces are in eV/Å.



3.
Formula: C18H54K4O13P
Source: the Open Molecules 2025 dataset
Level of theory: ωB97M-V/def2-TZVPD

total charge = +1
calculated total energy = -4437.57038 a.u.

Geometry as XYZ:
```
90
Properties=species:S:1:pos:R:3:forces:R:3
K 8.288333 -38.891666 3.014993 -0.1445 -0.0834 -0.1515
K 8.336679 -40.350374 8.745581 0.2197 0.1353 0.2326
K 11.798184 -41.056967 5.115590 0.0596 -0.0528 0.1645
K 9.992366 -36.026220 5.370210 -0.0396 0.1039 0.0431
P 9.489812 -39.079176 5.971804 0.7703 1.1325 -0.4002
O 8.127831 -38.329151 5.769154 1.5719 -0.9560 0.6357
O 10.395231 -38.834268 4.712654 -1.1793 -0.7634 1.3295
O 9.252085 -40.593009 6.211395 0.0218 1.2209 0.2259
O 10.250191 -38.466679 7.193221 -1.5637 -0.8665 -0.9896
C 8.043423 -43.729344 3.206897 0.2979 -0.9707 -1.0758
C 7.708035 -42.334981 3.639923 -0.1724 -1.1032 0.8286
O 8.867717 -41.612385 3.961064 0.5604 0.1464 -1.6543
H 8.656717 -44.302991 3.901816 0.2382 0.4407 0.2285
H 8.551313 -43.710341 2.242643 0.1964 -0.1123 -0.0304
H 7.175474 -44.374832 3.072341 -0.3623 0.3201 -0.0873
H 7.119999 -42.501826 4.542404 -0.4929 0.7407 0.0553
H 7.144438 -41.823440 2.859671 -0.2618 0.0625 0.1143
H 8.865761 -41.342230 4.882268 -0.1132 0.3484 0.9073
C 3.732439 -39.152516 5.840260 0.2189 -0.7275 0.2923
C 5.040733 -39.982396 5.984091 -1.1155 1.3725 -0.4757
O 5.967704 -39.450929 5.053509 -0.5938 -0.8018 -0.7793
H 3.415832 -39.140512 4.797321 0.1749 0.0983 -0.0417
H 3.862097 -38.132719 6.202608 0.1514 0.0239 -0.1352
H 2.903376 -39.587735 6.398245 0.0430 -0.1220 0.1603
H 4.835727 -41.034285 5.785068 0.1661 -0.0789 0.0092
H 5.422204 -39.845861 6.995989 0.0583 -0.2979 0.2064
H 6.742112 -39.094418 5.494862 0.5738 0.1283 0.4480
C 5.597838 -36.392314 9.418173 -0.3284 0.4310 0.8578
C 6.431031 -37.368519 8.667654 1.1192 0.5843 -0.7754
O 7.253860 -36.648166 7.750537 -0.0138 0.7230 0.3196
H 6.181973 -35.705178 10.030327 0.5704 0.1720 -0.4937
H 5.039040 -36.867260 10.224560 -0.6533 -0.2959 -0.4706
H 4.998121 -35.796921 8.729742 -0.2775 -0.1508 0.2352
H 5.864269 -38.048245 8.031361 -0.4443 -0.4065 0.5517
H 7.114633 -37.859538 9.360243 -0.1187 -0.5838 0.2793
H 7.620395 -37.286165 7.133914 0.2124 -0.2822 -0.4227
C 13.994127 -40.295599 9.554472 -0.1233 0.9523 -0.9565
C 12.601865 -39.720146 9.237140 0.0251 -1.4035 1.2996
O 12.178375 -40.078067 7.937797 1.2705 -0.7278 -0.7131
H 14.623773 -39.880960 8.767252 0.4282 -0.3823 -0.1538
H 14.052521 -41.384033 9.554515 -0.1670 0.1107 -0.0593
H 14.425685 -39.892971 10.470854 -0.3819 -0.1061 0.1924
H 12.585394 -38.648737 9.436935 -0.0825 0.1164 -0.2524
H 11.899861 -40.217727 9.906249 -0.1898 0.3721 0.4843
H 11.372973 -39.610368 7.704968 -0.4704 0.6817 0.1318
C 5.439957 -34.934700 3.636331 -0.1832 -0.4007 -0.5272
C 5.848353 -36.165860 4.462952 -1.0881 0.9946 -0.5428
O 7.214624 -36.453635 4.334271 0.8340 0.9665 -0.7105
H 5.693580 -35.039039 2.581391 0.2341 -0.1463 -0.0495
H 5.828153 -33.968454 3.958466 0.3210 -0.2502 0.3516
H 4.355887 -34.821152 3.634760 -0.1059 -0.1593 0.2333
H 5.323843 -37.066127 4.142787 -0.5001 0.1819 -0.0432
H 5.546881 -35.931486 5.483872 0.3135 -0.2999 0.3733
H 7.409989 -37.216489 4.883345 0.1886 -0.3417 0.6033
C 9.727102 -36.087687 11.159827 -0.0597 0.4670 0.5533
C 10.282362 -36.567222 9.876876 0.8360 3.5069 -0.5200
O 9.989888 -37.826349 9.669363 -1.5080 -5.1527 0.1109
H 8.640261 -36.102637 11.078185 -0.0844 0.1406 0.1291
H 10.076986 -35.065062 11.300956 -0.1855 0.0135 0.4131
H 10.000445 -36.728302 11.998281 0.2084 0.1168 0.0485
H 11.353758 -36.434503 9.726554 0.4397 0.5502 0.4877
H 9.797505 -36.002491 9.080582 0.0200 0.7918 -0.2348
H 10.090282 -37.977625 8.726686 -0.0121 -0.4954 -0.5996
C 14.524365 -36.449021 6.513506 0.4732 -0.4979 0.3931
C 13.527825 -37.549990 6.726066 -1.6426 1.1909 -0.0326
O 12.234355 -36.890267 6.899670 1.3637 0.5271 -0.4323
H 14.753625 -35.980655 7.470681 0.1213 0.1613 -0.1476
H 14.161639 -35.695255 5.814674 0.0099 -0.1274 -0.0254
H 15.410809 -36.943225 6.115894 0.3453 0.4316 0.0026
H 13.711562 -38.155136 7.613845 0.2977 0.0023 -0.2851
H 13.491081 -38.165308 5.827101 -0.0906 -0.3655 -0.0192
H 11.538695 -37.549722 6.952420 -0.3636 -0.7428 0.2729
C 10.325088 -44.879185 7.706591 -0.4359 0.5705 -0.4960
C 10.040977 -43.652069 6.830117 0.2353 -0.7854 0.5233
O 9.935536 -42.547451 7.673536 0.1452 -0.0554 1.4175
H 11.235533 -44.753217 8.292539 0.0577 0.0665 -0.1980
H 10.402928 -45.756649 7.064639 -0.0508 -0.1477 0.2577
H 9.499054 -44.960140 8.413139 -0.0134 -0.3365 -0.0504
H 9.123901 -43.759914 6.250944 -0.1144 -0.2888 -0.1323
H 10.863989 -43.535429 6.125035 0.2672 0.0648 -0.3127
H 9.762729 -41.754908 7.160103 -0.0288 0.4325 -0.7014
C 12.939838 -35.978856 1.916824 0.3456 -0.5764 0.0033
C 12.584634 -36.912626 3.078316 -1.6824 0.3229 -1.4713
O 11.230375 -37.415814 2.754464 1.4223 1.0376 -0.0070
H 12.331661 -35.077390 1.842157 0.1715 0.1343 0.6169
H 12.750435 -36.449690 0.952173 0.1289 -0.4706 0.1273
H 14.008934 -35.771975 1.965151 -0.0641 0.4462 -0.0686
H 12.580622 -36.375705 4.026901 -0.0614 0.0631 0.1709
H 13.287804 -37.739044 3.181725 0.0299 -0.0985 -0.1960
H 10.967645 -37.962683 3.498439 -0.1937 -0.5852 0.5984
```
Forces are in eV/Å.



Q: What is the calculated total energy in the second record?
A: -345.66653 a.u.



Q: calculated total energy of number 2 (C5H8O2)?
A: -345.66653 a.u.